[1]
{"formula": "C22H51NO9S3", "method": "wB97M-V/def2-TZVPD", "smiles": "O=S1(=O)CCCC1.O=S1(=O)CCCC1.O=S1(=O)CCCC1.COC[C@H](C)N.CC(C)O.CC(C)O", "homo_ev": -9.502, "species": ["S", "S", "S", "O", "O", "O", "O", "O", "O", "O", "O", "O", "N", "C", "C", "C", "C", "C", "C", "C", "C", "C", "C", "C", "C", "C", "C", "C", "C", "C", "C", "C", "C", "C", "C", "H", "H", "H", "H", "H", "H", "H", "H", "H", "H", "H", "H", "H", "H", "H", "H", "H", "H", "H", "H", "H", "H", "H", "H", "H", "H", "H", "H", "H", "H", "H", "H", "H", "H", "H", "H", "H", "H", "H", "H", "H", "H", "H", "H", "H", "H", "H", "H", "H", "H", "H"], "coordinates": [[-9.105198, 2.744126, 3.982145], [-3.762478, -7.889404, -3.039665], [-5.624928, 6.035406, -6.460325], [10.286102, 1.183606, -1.387665], [-7.032208, 5.969596, -6.845725], [-9.923478, 3.222716, 2.802985], [-4.690948, 5.418516, -7.341645], [-4.995188, -7.152644, -2.835325], [-1.508658, 0.402326, 1.988735], [-3.453428, -9.051244, -2.157555], [5.655442, -4.530174, 7.924265], [-7.698288, 2.944946, 3.836245], [13.314842, 1.146536, -3.466235], [13.029502, 1.975436, -1.206595], [11.006282, 1.298076, -2.601855], [-2.417098, -6.591684, -2.944045], [-9.746788, 3.602236, 5.616475], [9.458772, 0.048456, -1.072435], [-9.636478, 1.065356, 4.462455], [-0.316218, 1.374156, 0.155855], [-1.775698, -6.562884, -4.334075], [6.217202, -3.866094, 6.791825], [-1.978528, -7.873924, -5.053855], [12.446222, 1.001206, -2.296645], [5.836232, -2.476914, 6.812065], [-5.370558, 5.320776, -4.753245], [-0.237338, 0.546196, 1.527245], [0.414082, -0.796024, 1.478555], [5.880842, -4.475214, 5.488785], [-10.246048, 1.194956, 5.819035], [-4.971018, 7.753586, -4.433665], [-4.511698, 6.327476, -3.953515], [-3.473298, -8.314764, -4.764465], [-5.186738, 7.732626, -5.970015], [-10.855808, 2.651386, 6.038965], [-6.284608, 5.413626, -4.166745], [-2.863168, -5.631964, -2.683175], [9.191772, 0.260186, -0.037065], [-4.303978, -7.745324, -5.181365], [13.487852, 2.137326, -3.558435], [-2.171238, -5.782704, -4.984435], [4.817492, -4.702504, 5.564505], [0.320032, 1.270326, 2.121435], [6.036012, -3.737144, 4.701855], [9.978642, -0.909504, -1.059525], [-11.664898, 2.559896, 5.314325], [-11.264368, 2.709076, 7.047855], [6.063092, -2.044704, 7.786655], [-0.891258, 2.297136, 0.230335], [-9.525628, 0.961976, 6.603145], [8.543172, -0.149734, -1.629655], [-4.313488, 8.082236, -6.520755], [-10.214448, 4.573786, 5.456865], [13.901192, 1.616666, -0.659305], [-11.029418, 0.448736, 5.951655], [0.036492, -1.606954, 2.101395], [-8.683648, 0.536046, 4.457475], [-8.981658, 3.597126, 6.392775], [6.315462, -5.435124, 5.209885], [-3.707608, -9.378564, -4.725345], [-1.274478, -8.573464, -4.603235], [14.185432, 0.817706, -3.073755], [1.466912, -0.588834, 1.670195], [6.428942, -2.046954, 6.004645], [0.711832, 1.616796, -0.113105], [12.432632, 1.992196, -0.294695], [5.942642, -5.444134, 7.985875], [4.784982, -2.331814, 6.563235], [10.748162, 0.490576, -3.286975], [-1.667918, -7.886924, -6.098585], [-0.964448, 0.821336, -0.524065], [-5.950768, 7.919096, -3.985565], [10.851862, 2.298696, -3.005605], [13.159942, 2.968886, -1.635725], [-0.735908, -6.285644, -4.160665], [7.245902, -3.909744, 7.149545], [0.254392, -1.066284, 0.434735], [-2.067218, 1.174836, 1.875405], [-5.994248, 8.351886, -6.360585], [-10.350018, 0.733996, 3.708035], [-1.733118, -6.916644, -2.160035], [-4.287488, 8.569566, -4.198975], [-5.177088, 4.251456, -4.668285], [-3.443078, 6.117476, -3.998765], [12.439972, 0.008566, -1.846405], [-4.827028, 6.198736, -2.918095]], "atomic_forces_ev_per_a": [[-3.162, 3.181, -1.728], [1.458, 0.186, 2.580], [-1.665, -0.924, 1.511], [-1.151, -0.270, 0.159], [1.172, 0.418, 0.631], [1.377, -1.407, 3.070], [1.033, 0.072, -0.540], [0.026, -0.761, -0.476], [-2.412, -0.931, 1.250], [-0.451, 2.042, -1.833], [-1.634, -0.239, 0.460], [0.789, -0.617, 0.503], [-0.152, -1.005, 0.221], [-0.987, -0.970, 0.857], [-0.057, -1.160, 0.342], [-0.604, -0.825, -0.302], [-1.019, -1.018, -0.598], [0.742, 0.355, 0.619], [0.812, 0.769, -0.583], [-0.037, -1.314, 1.124], [0.216, 1.037, 0.025], [1.840, -2.030, 2.035], [-0.569, -1.177, 0.630], [1.121, 1.926, 1.728], [-0.524, 1.803, -0.039], [-0.777, 1.126, 0.653], [-0.081, 3.109, -1.220], [0.661, 0.346, -1.325], [-0.733, -0.782, -0.780], [-0.589, 0.211, 1.726], [-0.219, -0.898, -0.802], [-0.071, -0.014, -0.432], [0.434, 0.019, 0.877], [0.186, 0.052, -0.266], [0.690, -2.723, -1.092], [-0.776, 0.001, -0.832], [-0.165, -0.288, 0.115], [-0.233, -0.166, -0.052], [0.425, 0.003, -0.877], [-0.117, 0.289, -0.310], [-0.319, 0.287, 0.364], [-0.290, 0.232, -0.280], [0.283, -0.222, 0.819], [0.013, -0.286, -0.195], [0.545, 0.012, -0.161], [-0.346, 1.080, 0.058], [0.233, 0.388, -0.094], [-0.043, 0.278, -0.203], [0.284, 0.293, 0.790], [0.238, 0.169, -0.020], [-0.008, 0.751, -0.543], [0.249, -0.516, 0.033], [0.774, 0.149, -0.520], [0.901, -0.130, -1.078], [-0.103, 0.032, -0.094], [-0.170, 0.574, 0.270], [-0.301, -0.413, -0.150], [0.303, 0.206, -0.402], [0.513, 0.141, 0.222], [0.261, -0.030, -0.669], [-0.384, -0.532, 0.211], [0.595, -0.233, -0.564], [0.162, -0.657, -0.172], [-0.025, 0.670, 0.262], [-0.228, -0.171, -0.789], [-0.993, 0.569, -0.352], [0.138, 0.015, -0.246], [-0.123, 0.031, 0.106], [-0.592, 0.358, -0.492], [-0.550, 0.362, -0.099], [0.777, -0.444, -0.606], [0.123, 0.260, 0.199], [-0.085, -0.066, -0.194], [0.097, 0.043, 0.282], [0.207, -0.305, -0.434], [0.868, 0.167, -1.343], [0.464, -0.746, -0.056], [0.291, 0.162, -0.083], [-0.222, -0.057, 0.429], [0.314, -0.005, -0.085], [0.015, -0.016, -0.111], [-0.080, -0.202, 0.291], [0.687, 0.199, -0.697], [0.027, 0.326, -0.281], [0.375, -0.301, -0.461], [0.326, 0.155, 0.105]]}



[2]
{"formula": "C22H52N3O8P2", "method": "wB97M-V/def2-TZVPD", "total_charge": 1, "relative_energy_ev": 0.0000, "homo_ev": -10.715, "species": ["P", "P", "O", "O", "O", "O", "O", "O", "O", "O", "N", "N", "N", "C", "C", "C", "C", "C", "C", "C", "C", "C", "C", "C", "C", "C", "C", "C", "C", "C", "C", "C", "C", "C", "C", "H", "H", "H", "H", "H", "H", "H", "H", "H", "H", "H", "H", "H", "H", "H", "H", "H", "H", "H", "H", "H", "H", "H", "H", "H", "H", "H", "H", "H", "H", "H", "H", "H", "H", "H", "H", "H", "H", "H", "H", "H", "H", "H", "H", "H", "H", "H", "H", "H", "H", "H", "H"], "coordinates": [[1.134482, -4.318974, -1.748856], [2.186600, -0.781556, -1.287587], [3.558605, -0.026064, -1.393222], [-1.728383, -3.201759, -1.024141], [0.990977, 0.239917, -1.429418], [-1.059018, 4.426556, -2.082934], [2.024217, -1.559505, -0.047867], [-2.703672, -1.146080, -1.102028], [1.497359, -6.925981, 0.348199], [0.208055, 1.786901, 3.663882], [1.598858, -5.937890, -1.759097], [-3.679854, 4.074391, -0.924966], [-1.083662, 2.955685, 5.968897], [0.498325, -6.839953, -2.209091], [0.371530, -3.941291, -0.155448], [-2.798240, -2.341093, -0.848688], [-0.635423, -0.196842, -3.245601], [3.726690, 1.123766, -0.516084], [2.594510, -3.335360, -2.100464], [0.853215, 2.804956, 4.406902], [-1.201286, 4.187953, -0.695636], [0.552231, 0.613173, -2.759751], [-0.629385, -2.816910, -0.176561], [-0.093575, 3.715472, 5.202129], [-3.834968, -3.792424, 0.939416], [-2.568056, 4.573173, -0.111635], [-0.706424, 5.753639, -2.437897], [-0.819728, 4.744908, 4.341296], [3.987451, 0.750799, 0.940126], [2.248986, -1.950322, -2.674845], [3.639663, -6.164679, -0.330083], [-0.293611, 2.191026, 2.407372], [-2.743115, 6.072910, 0.100002], [2.169457, -6.370393, -0.489152], [-4.050064, -2.975417, -0.330802], [1.509702, 3.394353, 3.752453], [-1.591031, 6.380747, -2.562749], [-0.066995, -7.251447, -1.385197], [-1.310223, 2.584410, 2.491332], [0.203009, 1.632961, -2.680291], [1.155582, -3.673420, 0.540666], [-1.628636, 4.297356, 3.763335], [-1.864764, 6.510054, 0.579294], [-3.601474, -3.116407, 1.752138], [4.593219, 1.641131, -0.898883], [4.149107, -0.316073, 0.980808], [4.128554, -6.943056, -0.904604], [-1.566966, 0.258011, -2.956862], [-0.130281, -4.846697, 0.167304], [-0.156892, -6.319305, -2.890930], [-4.765428, -4.267823, 1.213068], [1.348877, 0.622020, -3.496073], [4.836797, 1.276387, 1.342054], [0.204388, -4.129091, -2.769548], [-3.602806, 6.261120, 0.741175], [-3.073988, -4.550153, 0.827047], [0.947229, -7.657215, -2.753720], [-1.551696, 2.320368, 5.329053], [-0.382045, 4.662833, -0.138518], [-0.132810, 5.236377, 3.648536], [-2.634698, 4.095298, 0.870732], [0.353880, 2.940214, 1.939776], [-0.596018, -1.228396, -2.925367], [-3.629426, 3.060837, -0.980317], [-0.986828, -2.687058, 0.839895], [3.912059, -6.218000, 0.710319], [3.977187, -5.220493, -0.734260], [-4.729218, -2.167387, -0.112046], [-2.920504, 6.600028, -0.836706], [3.093005, 0.919757, 1.523474], [-0.186999, 5.711501, -3.394520], [-3.530463, 4.385945, -1.880458], [-0.328843, 1.311486, 1.762182], [-4.515174, -3.559020, -1.118693], [-1.077106, 3.105927, -0.577086], [-0.225182, -1.865799, -0.490517], [0.526712, 4.265499, 5.915133], [-0.039564, 6.202847, -1.697119], [3.227738, -3.278020, -1.229227], [3.050666, -1.665302, -3.344685], [-1.264763, 5.512554, 4.972419], [-0.605893, 2.343814, 6.624004], [2.898269, 1.807385, -0.631992], [-0.601285, -0.193396, -4.331120], [1.498394, 2.281335, 5.116553], [3.133446, -3.888540, -2.862897], [1.337432, -1.973191, -3.254731]], "atomic_forces_ev_per_a": [[0.756, -0.214, 0.975], [-0.233, -0.644, 0.765], [-0.319, 0.458, -0.266], [-0.205, -0.015, 0.373], [0.188, -0.176, -0.735], [0.141, 0.033, 0.019], [0.036, -0.026, 0.340], [0.172, -2.287, 0.594], [0.356, 0.425, -1.036], [0.065, 0.031, -0.140], [-0.922, 0.195, -0.056], [0.197, -0.186, 0.007], [0.202, -0.116, -0.018], [0.230, -0.171, -0.123], [-0.245, 0.185, -0.538], [-0.157, 2.316, -0.750], [0.477, 0.105, -0.441], [0.993, 0.478, 0.314], [-0.336, 0.018, -0.858], [0.155, 0.019, 0.227], [0.006, -0.266, 0.135], [-0.843, 0.603, -0.101], [-0.283, 0.265, -0.151], [-0.227, -0.038, -0.177], [-0.285, 0.281, -0.200], [-0.067, 0.212, -0.195], [-0.062, -0.072, -0.144], [0.046, 0.128, -0.002], [-0.794, -0.427, -0.561], [0.506, 0.209, 0.297], [-0.209, 0.352, -0.171], [-0.096, -0.181, 0.011], [0.023, 0.048, 0.136], [-0.082, -0.640, 1.173], [0.098, -0.113, 0.119], [-0.063, 0.050, -0.038], [0.036, 0.075, 0.076], [-0.140, 0.124, 0.262], [0.039, 0.112, -0.083], [0.221, 0.404, 0.147], [0.326, -0.052, 0.129], [0.009, -0.051, 0.002], [0.008, 0.003, -0.016], [0.318, 0.025, 0.266], [0.224, -0.018, -0.358], [0.343, -0.285, 0.147], [0.203, -0.226, -0.063], [-0.300, -0.124, 0.347], [-0.012, -0.326, 0.088], [-0.210, 0.147, -0.151], [-0.217, -0.261, 0.040], [0.507, -0.231, 0.179], [0.185, 0.207, 0.171], [0.070, -0.132, -0.087], [-0.037, -0.025, -0.025], [0.234, -0.192, 0.022], [0.153, -0.227, -0.136], [-0.095, 0.052, -0.012], [-0.044, 0.113, -0.008], [-0.003, -0.013, -0.012], [0.050, -0.058, -0.002], [-0.031, 0.060, 0.006], [-0.189, -0.244, 0.223], [-0.093, -0.002, 0.084], [-0.121, 0.042, 0.242], [0.066, -0.206, 0.285], [0.064, 0.203, -0.193], [-0.224, 0.325, -0.072], [0.023, -0.032, -0.048], [-0.081, 0.183, 0.379], [0.008, -0.042, 0.005], [-0.081, 0.091, 0.000], [0.043, -0.025, 0.027], [0.085, -0.285, -0.213], [-0.029, -0.014, -0.040], [0.119, 0.092, -0.111], [0.065, -0.037, 0.007], [-0.027, 0.015, 0.044], [0.028, 0.085, 0.361], [0.108, 0.177, -0.201], [-0.028, -0.028, 0.031], [-0.028, 0.085, 0.095], [-0.435, -0.029, -0.079], [-0.075, -0.028, -0.249], [-0.040, -0.060, -0.003], [0.045, -0.310, -0.154], [-0.259, 0.105, -0.131]]}



DFT total energy across the listed records, respectively: -2795.098447; -2318.158485 a.u..